No. 1
Computed, not measured: a 11-piece molecular cluster, C21H61O13 overall in a non-equilibrium geometry, with the ωB97M-V functional and the def2-TZVPD basis.

Each line ends with the Mulliken charge.
Cartesian coordinates (Å):
O -33.36 -4.60 -32.23  0.764
C -32.35 -4.83 -33.03  0.144
O -32.24 -5.97 -33.48  -0.271
O -31.54 -3.93 -33.36  -1.036
H -33.78 -5.46 -32.29  -0.412
C -34.98 -1.83 -32.78  0.026
C -34.77 -1.47 -31.27  -0.016
O -33.84 -0.41 -31.18  -0.621
H -35.45 -1.02 -33.35  0.436
H -35.63 -2.71 -32.75  0.076
H -34.00 -2.11 -33.16  -0.380
H -34.29 -2.33 -30.80  -0.070
H -35.74 -1.25 -30.81  0.286
H -32.99 -0.72 -31.51  0.498
C -29.19 -1.53 -31.76  -0.952
C -30.24 -0.75 -32.62  -0.249
O -31.54 -1.29 -32.40  -0.345
H -28.19 -1.14 -31.94  0.458
H -29.10 -2.53 -32.18  0.262
H -29.50 -1.57 -30.71  0.089
H -29.96 -0.67 -33.67  0.144
H -30.32 0.24 -32.17  0.432
H -31.49 -2.18 -32.75  0.051
C -37.27 -4.18 -30.89  -0.363
C -37.87 -5.17 -29.87  -0.495
O -39.14 -4.82 -29.39  -0.535
H -37.23 -3.21 -30.40  0.275
H -37.87 -4.17 -31.80  0.390
H -36.24 -4.40 -31.20  -0.121
H -37.25 -5.33 -28.99  0.327
H -37.89 -6.16 -30.32  0.252
H -39.39 -5.56 -28.83  0.311
C -31.36 -8.04 -37.70  -1.442
C -31.57 -7.39 -36.30  0.528
O -32.75 -6.64 -36.20  -0.605
H -32.22 -8.69 -37.90  0.332
H -30.46 -8.66 -37.71  0.383
H -31.21 -7.30 -38.48  0.335
H -30.70 -6.78 -36.10  0.174
H -31.61 -8.20 -35.57  -0.019
H -32.70 -6.27 -35.31  0.175
C -30.84 -7.27 -30.23  -0.567
C -30.16 -6.95 -28.82  -0.470
O -29.21 -5.97 -28.99  -0.526
H -31.71 -7.92 -30.11  0.238
H -30.12 -7.75 -30.89  0.350
H -31.22 -6.37 -30.70  -0.053
H -29.72 -7.86 -28.41  0.451
H -30.88 -6.65 -28.07  0.250
H -28.76 -5.81 -28.15  0.298
C -35.33 -6.84 -34.25  -0.805
C -35.85 -7.14 -32.89  -0.231
O -34.96 -6.86 -31.88  -0.600
H -36.06 -7.17 -35.00  0.453
H -34.41 -7.39 -34.41  0.075
H -35.00 -5.82 -34.41  0.025
H -36.11 -8.19 -32.82  0.468
H -36.74 -6.54 -32.70  0.237
H -35.26 -7.37 -31.13  0.235
C -32.37 -11.01 -32.81  -1.613
C -32.73 -9.56 -32.83  0.613
O -31.65 -8.77 -33.10  -0.568
H -31.73 -11.26 -31.97  0.337
H -31.88 -11.30 -33.74  0.369
H -33.26 -11.64 -32.77  0.396
H -33.17 -9.36 -31.85  0.082
H -33.53 -9.50 -33.57  0.098
H -31.92 -7.85 -33.11  0.204
C -30.92 -3.11 -28.16  -1.676
C -31.52 -3.30 -29.58  0.676
O -32.62 -4.13 -29.52  -0.590
H -29.96 -2.61 -28.27  0.310
H -30.83 -4.05 -27.61  0.291
H -31.62 -2.43 -27.68  0.471
H -30.74 -3.64 -30.26  0.141
H -31.74 -2.30 -29.96  0.211
H -32.90 -4.34 -30.41  0.238
C -28.93 -2.82 -37.78  -0.836
C -28.49 -2.56 -36.38  -0.391
O -29.33 -3.23 -35.44  -0.406
H -28.99 -3.88 -38.03  0.216
H -28.24 -2.35 -38.48  0.387
H -29.92 -2.38 -37.91  0.097
H -28.39 -1.50 -36.19  0.289
H -27.47 -2.85 -36.14  0.380
H -30.19 -2.80 -35.44  0.353
C -33.44 -1.59 -37.29  -1.498
C -33.05 -2.58 -36.19  0.462
O -31.93 -2.09 -35.49  -0.609
H -32.64 -1.17 -37.90  0.316
H -33.92 -0.75 -36.79  0.331
H -34.19 -2.05 -37.94  0.388
H -32.89 -3.56 -36.64  0.097
H -33.94 -2.70 -35.59  0.071
H -31.85 -2.57 -34.67  0.318

Properties
HOMO	-6.3	eV
orbital gap	8.50	eV
net charge	-1
energy relative to the best compared isomer or geometry (same formula, charge and spin)	2.039	eV

=====

No. 2
Computed, not measured: a 8-piece molecular cluster, C21H62N4O9 overall in a non-equilibrium geometry, with the ωB97M-V functional and the def2-TZVPD basis.

Each line ends with the Mulliken charge.
Cartesian coordinates (Å):
C -18.18 -16.40 -10.99  -0.243
O -18.92 -16.20 -9.78  -0.554
H -17.12 -16.17 -10.89  0.310
H -18.31 -17.42 -11.38  -0.101
H -18.64 -15.81 -11.79  0.229
H -18.91 -17.00 -9.25  0.309
C -17.74 -16.27 -17.14  -0.191
O -17.71 -16.25 -18.57  -0.558
H -18.60 -15.83 -16.65  0.337
H -17.56 -17.30 -16.84  -0.057
H -16.87 -15.70 -16.79  0.152
H -18.48 -15.79 -18.91  0.304
C -17.40 -21.28 -9.95  -0.556
O -16.76 -21.96 -11.04  -0.536
H -18.36 -20.84 -10.23  0.182
H -17.63 -21.96 -9.12  0.375
H -16.73 -20.51 -9.58  0.200
H -16.39 -22.78 -10.70  0.283
C -14.55 -15.25 -12.49  -1.598
C -14.50 -16.64 -13.11  0.458
C -14.45 -17.74 -12.09  -0.142
O -13.16 -17.75 -11.51  -0.389
C -13.08 -18.64 -10.43  -0.784
N -15.68 -16.87 -13.99  -0.193
H -14.12 -14.49 -13.15  0.419
H -13.88 -15.27 -11.63  0.356
H -15.52 -14.95 -12.11  0.299
H -13.62 -16.68 -13.77  0.268
H -14.54 -18.72 -12.60  0.312
H -15.28 -17.63 -11.39  0.090
H -13.24 -19.67 -10.78  0.293
H -13.74 -18.49 -9.57  0.304
H -12.06 -18.60 -10.04  0.287
H -15.47 -17.70 -14.53  -0.034
H -15.71 -16.11 -14.66  0.133
C -13.77 -19.53 -17.34  -1.413
C -12.46 -18.86 -17.03  0.809
C -11.32 -19.49 -17.81  -0.871
O -10.10 -19.08 -17.18  -0.311
C -8.97 -19.63 -17.81  -0.749
N -12.51 -17.40 -17.25  -0.686
H -14.63 -19.09 -16.85  0.256
H -13.74 -20.53 -16.89  0.165
H -13.96 -19.66 -18.41  0.517
H -12.21 -19.01 -15.98  0.163
H -11.28 -19.12 -18.85  0.298
H -11.29 -20.59 -17.89  0.383
H -8.85 -19.24 -18.82  0.298
H -8.97 -20.73 -17.80  0.298
H -8.10 -19.34 -17.21  0.250
H -12.91 -17.22 -18.18  0.275
H -11.56 -17.04 -17.30  0.280
C -21.12 -18.02 -12.51  -1.041
C -22.14 -18.54 -13.52  0.615
C -21.53 -19.41 -14.60  -0.274
O -22.57 -19.64 -15.55  -0.398
C -22.15 -20.46 -16.58  -0.720
N -23.15 -19.35 -12.79  -0.819
H -20.45 -18.82 -12.22  0.002
H -21.61 -17.61 -11.62  0.439
H -20.55 -17.20 -12.94  0.199
H -22.60 -17.67 -14.00  0.202
H -21.02 -20.31 -14.25  0.353
H -20.83 -18.68 -15.06  0.065
H -21.86 -21.47 -16.21  0.286
H -21.19 -20.14 -17.03  0.229
H -22.94 -20.62 -17.31  0.324
H -23.53 -18.77 -12.05  0.262
H -23.91 -19.50 -13.45  0.254
C -17.66 -24.17 -16.79  -1.164
C -16.77 -25.08 -17.59  0.593
C -15.50 -25.55 -16.88  -0.803
O -14.76 -24.53 -16.24  -0.385
C -14.07 -23.68 -17.12  -0.600
N -17.62 -26.25 -17.98  -0.790
H -17.21 -23.25 -16.42  0.092
H -17.95 -24.67 -15.85  0.308
H -18.56 -23.91 -17.34  0.387
H -16.51 -24.65 -18.57  0.235
H -14.88 -26.12 -17.58  0.415
H -15.83 -26.20 -16.06  0.380
H -14.37 -23.90 -18.15  0.341
H -13.00 -23.85 -16.99  0.321
H -14.32 -22.63 -16.97  0.109
H -17.00 -26.99 -18.35  0.267
H -17.83 -26.77 -17.11  0.314
C -17.78 -20.81 -14.14  -0.345
C -17.98 -19.60 -15.03  0.251
O -18.37 -18.54 -14.17  -0.033
O -16.56 -20.61 -13.44  -0.380
H -17.78 -21.76 -14.69  0.091
H -18.58 -20.86 -13.40  0.356
H -18.77 -19.73 -15.77  0.304
H -17.02 -19.36 -15.48  -0.392
H -17.67 -18.44 -13.51  -0.093
H -16.65 -21.10 -12.60  0.318

Properties
structure (SMILES)	COC[C@H](C)N.COC[C@H](C)N.COC[C@H](C)N.COC[C@H](C)N.OCCO.CO.CO.CO
HOMO	-9.1	eV
orbital gap	9.50	eV
net charge	0
energy relative to the best compared isomer or geometry (same formula, charge and spin)	2.188	eV

=====

No. 3
Computed, not measured: a 9-piece molecular cluster, C21H62NO9S8 overall in a non-equilibrium geometry, with the ωB97M-V functional and the def2-TZVPD basis.

Each line ends with the Mulliken charge.
Cartesian coordinates (Å):
C -15.74 11.12 -1.84  -1.071
N -14.37 11.33 -2.59  0.585
C -13.97 12.72 -2.44  -0.221
C -13.30 10.42 -2.00  -0.713
C -14.67 11.10 -4.10  -0.382
C -15.02 9.70 -4.52  0.044
O -15.41 9.71 -5.84  -0.528
H -16.48 12.07 -1.95  -0.057
H -15.53 11.31 -0.68  0.152
H -16.36 10.34 -1.78  0.922
H -13.14 12.90 -2.96  0.527
H -13.87 13.07 -1.39  0.055
H -14.83 13.39 -2.94  -0.309
H -12.99 10.72 -1.05  0.278
H -12.25 10.51 -2.44  0.077
H -13.25 9.32 -1.94  0.402
H -13.72 11.20 -4.44  0.699
H -15.49 11.76 -4.41  -0.347
H -15.70 9.07 -3.98  0.321
H -14.06 8.94 -4.53  -0.104
H -15.28 8.67 -6.13  0.552
C -18.38 16.51 -3.02  -0.795
S -16.78 16.53 -2.23  0.323
O -16.14 15.18 -2.53  -0.433
C -15.78 17.55 -3.29  -0.924
H -19.30 15.99 -2.50  0.271
H -18.43 16.18 -4.10  0.162
H -18.72 17.51 -2.95  0.447
H -14.77 17.75 -3.28  0.537
H -16.16 18.71 -3.40  0.349
H -15.79 17.31 -4.29  0.106
C -17.47 6.50 -8.31  -0.762
S -16.39 5.96 -6.95  0.365
O -15.35 7.07 -6.46  -0.651
C -17.71 6.05 -5.63  -0.833
H -18.16 7.25 -7.99  0.239
H -18.20 5.61 -8.69  0.356
H -16.59 6.70 -9.13  0.297
H -17.92 7.08 -5.40  -0.044
H -17.25 5.54 -4.71  0.311
H -18.23 5.37 -6.03  0.647
C -14.64 13.46 2.69  -0.696
S -13.62 11.95 2.94  0.421
O -14.12 11.11 1.74  -0.596
C -12.06 12.39 2.31  -0.828
H -15.57 13.60 3.27  0.344
H -14.81 13.59 1.73  0.093
H -14.03 14.26 3.17  0.332
H -12.18 12.74 1.38  0.170
H -11.34 11.69 2.41  0.389
H -11.70 13.13 3.06  0.374
C -19.15 9.90 -5.12  -0.170
S -19.54 11.28 -6.23  0.493
O -21.06 10.96 -6.39  -0.661
C -19.27 12.62 -4.95  -0.662
H -17.97 9.73 -5.03  -0.118
H -19.53 8.95 -5.59  0.367
H -19.74 10.31 -4.11  0.007
H -20.00 12.29 -4.19  0.268
H -19.34 13.62 -5.34  0.487
H -18.12 12.75 -4.54  -0.005
C -9.68 12.69 -5.26  -0.682
S -8.91 12.64 -3.59  0.389
O -9.94 13.08 -2.57  -0.590
C -8.83 10.89 -3.41  -0.550
H -9.00 12.44 -6.03  0.455
H -9.90 13.72 -5.52  0.323
H -10.55 11.98 -5.17  -0.019
H -9.75 10.41 -3.70  -0.113
H -8.52 10.78 -2.34  0.362
H -7.88 10.52 -3.92  0.392
C -13.88 16.27 -6.23  -0.985
S -14.47 14.78 -7.00  0.288
O -13.54 13.60 -6.67  -0.541
C -15.86 14.59 -5.93  -0.313
H -13.63 16.26 -5.13  0.220
H -14.77 16.63 -6.25  0.406
H -13.27 16.73 -6.96  0.434
H -15.46 14.46 -4.80  -0.199
H -16.39 13.76 -6.38  0.364
H -16.54 15.46 -5.90  0.387
C -9.36 6.98 -4.74  -0.987
S -11.11 7.35 -4.71  0.449
O -11.27 8.48 -3.66  -0.511
C -11.22 8.27 -6.25  -0.898
H -8.88 6.28 -4.18  0.465
H -8.93 7.80 -4.64  0.180
H -8.97 6.60 -5.76  0.362
H -10.76 9.12 -6.39  0.463
H -12.26 8.42 -6.31  0.197
H -10.93 7.66 -7.18  0.359
C -19.66 12.73 -0.33  -1.259
S -19.99 11.44 -1.45  0.779
O -18.82 10.52 -1.34  -0.570
C -21.40 10.84 -0.67  -1.290
H -20.59 13.12 -0.02  0.475
H -18.80 13.25 -0.73  0.227
H -19.14 12.37 0.45  0.517
H -21.51 9.78 -1.05  0.308
H -22.33 11.24 -0.64  0.476
H -21.09 10.74 0.38  0.371

Properties
HOMO	-10.5	eV
orbital gap	8.89	eV
net charge	+1
energy relative to the best compared isomer or geometry (same formula, charge and spin)	2.362	eV

=====

No. 4
Computed, not measured: C21H63F4KN2O36P7S4 as an isolated structure in a non-equilibrium geometry, with the ωB97M-V functional and the def2-TZVPD basis.

Each line ends with the Mulliken charge.
Cartesian coordinates (Å):
K -16.01 18.60 3.88  0.989
N -19.36 22.21 -3.96  -0.516
S -19.72 22.09 -2.48  1.333
O -20.00 23.28 -1.74  -0.504
O -19.32 20.81 -1.83  -0.542
F -21.28 21.70 -2.88  -0.426
S -17.76 22.58 -3.46  1.091
O -16.94 21.61 -2.77  -0.454
O -17.54 23.97 -3.13  -0.614
F -17.17 22.67 -5.03  -0.369
N -17.84 20.24 2.97  0.293
S -18.26 20.71 1.24  0.761
O -17.56 21.93 0.78  -0.264
O -19.63 20.54 0.78  -0.497
F -17.42 19.58 0.50  -0.327
S -19.07 20.87 3.47  0.084
O -20.29 20.04 3.61  -0.661
O -19.20 22.33 3.43  0.276
F -18.52 20.73 4.96  -0.456
C -10.81 21.54 5.31  -1.100
O -12.24 21.74 5.44  0.380
P -13.11 22.96 4.73  0.368
O -12.30 23.61 3.62  -0.810
O -14.49 22.27 4.33  0.354
C -15.36 22.88 3.41  -0.436
O -13.54 23.88 5.93  -0.259
C -12.51 24.70 6.59  -0.841
H -10.53 20.57 4.91  0.198
H -10.33 21.74 6.26  0.419
H -10.44 22.17 4.50  0.438
H -15.33 22.36 2.45  0.131
H -15.26 23.97 3.38  0.395
H -16.41 22.61 3.55  -0.191
H -11.57 24.69 6.05  0.358
H -12.36 24.27 7.58  0.267
H -12.74 25.74 6.78  0.292
C -12.92 24.93 0.62  -0.768
O -14.09 25.00 1.37  0.153
P -15.10 26.29 1.29  0.673
O -14.25 27.50 1.13  -0.796
O -16.15 26.07 0.04  -0.490
C -16.91 24.87 -0.04  0.170
O -15.98 26.34 2.67  0.022
C -16.60 27.61 3.01  -0.818
H -12.05 25.01 1.27  0.183
H -12.99 25.71 -0.13  0.385
H -12.85 23.96 0.12  0.263
H -17.92 25.08 0.30  0.124
H -16.48 24.02 0.47  0.023
H -16.87 24.48 -1.06  0.145
H -17.26 27.49 3.88  0.129
H -17.31 27.86 2.23  0.307
H -15.83 28.35 3.21  0.393
C -11.52 16.60 1.53  -0.792
O -12.67 17.17 0.92  -0.367
P -13.30 18.55 1.41  1.002
O -13.51 18.73 2.89  -0.435
O -12.39 19.75 0.76  -0.314
C -11.19 20.22 1.36  -0.604
O -14.64 18.68 0.45  -0.372
C -14.60 18.91 -1.01  -0.656
H -11.26 16.73 2.58  0.310
H -10.62 16.94 1.01  0.315
H -11.48 15.52 1.40  0.315
H -11.22 20.23 2.45  0.099
H -10.85 21.24 1.19  0.279
H -10.58 19.46 0.87  0.349
H -13.54 18.88 -1.27  0.341
H -15.09 19.86 -1.22  0.272
H -14.96 18.11 -1.66  0.288
C -19.53 25.50 2.98  -0.800
O -19.45 26.64 2.22  0.000
P -20.57 27.84 2.41  0.656
O -20.17 29.26 1.94  -0.738
O -21.89 27.32 1.61  -0.142
C -23.02 28.19 1.56  -0.803
O -21.07 27.77 3.93  -0.264
C -20.28 28.21 5.07  -0.766
H -18.50 25.18 3.17  0.179
H -20.07 24.73 2.42  0.178
H -20.19 25.48 3.85  0.624
H -22.92 28.95 2.33  0.351
H -23.81 27.53 1.92  0.207
H -23.00 28.64 0.56  0.264
H -20.79 28.43 6.00  0.316
H -19.60 29.05 4.92  0.352
H -19.55 27.44 5.30  0.249
C -23.19 23.69 -1.27  -0.438
O -24.27 23.63 -0.46  -0.361
P -24.51 22.65 0.76  0.815
O -24.30 21.22 0.30  -0.756
O -23.44 23.35 1.80  -0.017
C -22.21 22.85 2.34  -0.074
O -25.96 23.06 1.36  -0.347
C -26.13 24.35 1.98  -0.560
H -22.47 22.90 -1.10  0.147
H -22.51 24.47 -0.92  0.239
H -23.54 23.77 -2.30  0.326
H -21.48 22.82 1.53  0.135
H -22.42 21.84 2.68  0.106
H -21.90 23.55 3.11  -0.138
H -25.61 24.50 2.93  0.181
H -27.14 24.65 2.26  0.325
H -25.78 25.00 1.18  0.275
C -23.78 19.88 5.17  -0.566
O -24.17 21.08 5.76  -0.376
P -23.05 21.82 6.69  0.559
O -23.55 23.03 7.33  -0.770
O -22.48 20.72 7.68  -0.289
C -21.71 21.14 8.83  -0.742
O -21.90 22.06 5.65  0.638
C -20.74 22.90 5.95  -0.703
H -22.93 19.34 5.56  0.291
H -23.71 20.11 4.10  0.155
H -24.68 19.33 5.45  0.283
H -20.83 20.51 8.68  0.263
H -22.20 20.72 9.70  0.291
H -21.38 22.17 8.96  0.313
H -19.87 22.24 5.98  0.210
H -20.68 23.50 6.85  0.415
H -20.57 23.59 5.12  0.053
C -15.56 18.90 9.75  -0.643
O -14.38 18.61 8.98  -0.440
P -14.19 19.27 7.46  1.236
O -14.75 18.48 6.33  -0.779
O -12.65 19.57 7.30  -0.146
C -12.00 20.27 8.37  -0.772
O -14.93 20.76 7.69  -0.348
C -16.22 21.06 7.10  -0.829
H -15.83 18.05 10.38  0.289
H -16.41 19.39 9.28  0.262
H -15.14 19.53 10.54  0.281
H -12.03 19.51 9.15  0.359
H -12.43 21.24 8.60  0.300
H -11.03 20.60 7.99  0.208
H -16.22 22.00 6.54  0.171
H -16.90 21.36 7.90  0.417
H -16.51 20.23 6.46  0.395

Properties
HOMO	-6.7	eV
orbital gap	7.81	eV
net charge	-1